{
  "formula": "C31H55NO2PPd",
  "method": "ωB97M-V/def2-TZVPD",
  "charge": 1,
  "lumo_ev": [-2.0, -4.6],
  "homo_ev": [-10.6832, -10.7069],
  "multiplicity": 5,
  "gap_ev": [8.69, 6.08],
  "symbols": ["O", "C", "C", "H", "H", "C", "H", "H", "C", "H", "H", "H", "C", "H", "H", "H", "Pd", "C", "C", "C", "H", "C", "C", "H", "H", "H", "H", "C", "C", "C", "H", "C", "C", "H", "H", "H", "H", "O", "C", "C", "H", "H", "C", "H", "H", "C", "H", "H", "H", "H", "C", "C", "C", "C", "P", "N", "C", "C", "C", "C", "C", "C", "C", "C", "H", "H", "H", "H", "H", "H", "H", "H", "H", "H", "H", "H", "H", "H", "H", "H", "H", "H", "H", "H", "H", "H", "H", "H", "H", "H", "H"],
  "coordinates": [[-3.263646, 0.634025, -3.178360], [-3.521844, -0.705887, -3.658413], [-4.574936, -0.254610, -4.666371], [-3.921456, -1.312166, -2.837003], [-2.637184, -1.146317, -4.145724], [-4.339185, 1.142783, -4.068614], [-5.575706, -0.674578, -4.453945], [-4.300787, -0.326498, -5.718315], [-5.613584, 1.610753, -3.436898], [-6.084781, 0.810239, -2.834116], [-6.340283, 1.874356, -4.238093], [-5.487834, 2.503569, -2.819846], [-3.819036, 2.239913, -4.976919], [-2.903274, 1.946180, -5.487928], [-3.639493, 3.124508, -4.355383], [-4.595025, 2.520842, -5.695635], [-0.141478, 0.047362, -0.808855], [2.284932, 1.322203, -1.945200], [1.853452, -0.000729, -2.255547], [0.470414, 0.068928, -2.684154], [2.473730, -0.878353, -2.343167], [0.046857, 1.459303, -2.454665], [1.190761, 2.196672, -2.048336], [1.225445, 3.282082, -1.930452], [3.316894, 1.618292, -1.769096], [-0.130191, -0.702236, -3.146024], [-0.903513, 1.859037, -2.821487], [0.996528, 2.427961, 1.136801], [0.724249, 3.792062, 0.835015], [-0.658722, 4.013910, 1.024609], [1.466503, 4.505637, 0.464571], [-1.250288, 2.777348, 1.439697], [-0.225488, 1.780029, 1.447062], [-0.384070, 0.701768, 1.559628], [1.943603, 1.930883, 1.054204], [-1.202919, 4.942418, 0.858226], [-2.301667, 2.618513, 1.666340], [-5.103314, 2.010496, -0.758321], [-3.814534, 2.590567, -0.965765], [-2.749093, 1.519377, -0.696860], [-3.706333, 3.426822, -0.251928], [-3.729360, 3.005988, -1.984086], [-3.486109, 0.327228, -0.089109], [-2.033483, 1.960316, -0.005394], [-2.222886, 1.249931, -1.619786], [-4.967316, 0.713626, -0.145382], [-3.201621, 0.162780, 0.959425], [-3.287696, -0.605704, -0.626241], [-5.357806, 0.791342, 0.885851], [-5.559977, -0.028457, -0.715507], [0.727937, -0.467114, 3.898801], [2.175381, -0.729662, 3.473546], [2.954962, 0.591230, 3.625810], [2.797412, -1.738813, 4.473258], [2.224118, -1.347132, 1.664168], [1.286437, -0.524790, 0.631485], [4.004706, -1.207217, 1.041587], [5.073397, -1.652727, 2.064032], [4.178886, -2.027371, -0.245701], [4.266452, 0.262924, 0.691183], [1.617389, -3.138452, 1.564856], [2.644114, -4.119865, 2.166629], [0.269599, -3.271553, 2.293090], [1.354901, -3.453111, 0.080784], [0.698523, -0.396576, 4.996476], [0.033183, -1.256739, 3.601285], [0.370305, 0.478626, 3.485148], [2.557183, 1.375485, 2.965723], [2.807406, 0.935819, 4.661495], [4.038389, 0.471633, 3.483300], [2.151908, -2.615137, 4.662193], [3.834252, -2.027559, 4.234512], [2.858600, -1.208518, 5.440301], [5.132816, -0.982436, 2.930869], [6.050679, -1.571639, 1.559208], [4.965136, -2.702685, 2.374164], [3.423057, -1.738838, -0.988815], [5.164576, -1.793607, -0.680922], [4.152759, -3.112767, -0.074508], [3.495922, 0.618398, 0.000156], [4.275729, 0.907522, 1.575021], [5.250152, 0.345273, 0.198757], [2.874818, -3.900222, 3.215329], [2.198158, -5.122737, 2.152508], [3.569243, -4.185407, 1.582741], [-0.450218, -2.533390, 1.911414], [-0.147619, -4.268224, 2.078089], [0.362590, -3.186467, 3.382929], [0.856342, -2.591058, -0.391403], [2.268355, -3.676850, -0.476977], [0.674617, -4.312762, 0.002972]],
  "forces_ev_per_angstrom": [[-1.049, -0.073, -0.964], [0.344, -0.269, -0.232], [0.010, -0.086, 0.213], [0.271, -0.202, -0.234], [-0.127, -0.047, 0.530], [-0.444, 0.184, -0.886], [0.500, 0.334, -0.435], [-0.062, -0.257, 0.091], [-0.981, 0.285, 0.549], [0.255, 0.518, -0.161], [0.551, -0.305, 0.310], [-0.178, -0.281, -0.234], [-0.009, -0.057, 0.277], [0.002, 0.060, -0.066], [0.191, -0.034, -0.162], [0.206, -0.135, -0.030], [-0.370, 0.489, 2.819], [-0.357, 0.069, -0.480], [-0.125, 0.868, -1.278], [0.353, 1.228, -0.829], [-0.091, 0.065, 0.103], [-0.270, -1.340, -1.277], [0.970, 0.080, -0.174], [-0.048, -0.492, 0.079], [-0.387, -0.100, 0.168], [0.236, 0.005, -0.412], [0.538, -0.094, 0.217], [-1.901, -2.176, 0.375], [-1.811, 1.439, 0.036], [0.964, 0.085, -0.199], [-0.413, -0.194, 0.320], [0.537, 1.033, 0.007], [1.637, 0.156, -0.232], [0.097, 0.707, 0.462], [0.200, -0.006, -0.100], [0.272, -0.273, 0.148], [0.336, 0.181, 0.265], [0.830, -0.674, 0.353], [-0.069, 0.146, 0.330], [0.220, 0.256, -0.166], [0.037, -0.135, -0.244], [-0.173, -0.179, 0.324], [0.053, 0.030, 0.202], [-0.107, -0.386, -0.497], [-0.436, 0.106, 0.570], [-0.529, 0.194, 0.242], [0.055, 0.016, -0.185], [-0.036, 0.153, -0.018], [-0.104, -0.160, -0.476], [0.138, 0.469, 0.260], [-0.324, 0.101, 0.050], [0.244, -0.172, -0.049], [-0.048, 0.172, 0.107], [0.040, 0.019, 0.311], [0.686, -0.115, 0.244], [-0.222, -0.817, 0.526], [0.273, -0.295, 0.592], [0.354, -0.060, -0.312], [0.101, 0.010, -0.201], [-0.098, 0.174, -0.113], [0.257, -0.002, 0.065], [-0.197, -0.204, 0.001], [-0.108, -0.102, 0.044], [-0.140, 0.123, -0.241], [0.022, 0.042, -0.275], [0.169, 0.290, 0.137], [0.038, -0.160, 0.145], [0.254, -0.249, 0.233], [-0.011, -0.086, -0.276], [-0.511, 0.130, 0.067], [0.413, 0.322, -0.261], [-0.640, -0.094, 0.025], [-0.079, -0.126, -0.326], [-0.071, -0.413, -0.218], [-0.251, -0.065, 0.126], [0.012, 0.446, 0.036], [0.254, -0.311, 0.310], [-0.268, -0.032, 0.193], [-0.010, 0.433, -0.092], [0.231, -0.018, 0.198], [0.056, -0.109, -0.331], [-0.317, -0.055, 0.158], [0.035, -0.057, -0.393], [0.013, 0.132, -0.055], [-0.223, 0.111, 0.201], [0.146, -0.163, 0.200], [0.216, 0.254, 0.049], [-0.050, -0.013, -0.330], [0.098, -0.390, -0.010], [-0.308, 0.002, 0.133], [0.238, 0.147, 0.058]],
  "lowdin_spin": [0.00, 0.00, 0.00, 0.00, 0.00, 0.00, 0.00, 0.00, 0.00, 0.00, 0.00, 0.00, 0.00, 0.00, 0.00, 0.00, 0.93, 0.13, 0.29, 0.09, 0.01, 0.16, 0.23, 0.01, 0.00, 0.01, 0.01, 0.23, 0.25, 0.03, 0.01, 0.35, 0.09, 0.00, 0.01, 0.00, 0.01, 0.00, 0.01, 0.06, 0.00, 0.00, 0.01, 0.02, 0.01, 0.00, 0.00, 0.00, 0.00, 0.00, 0.00, 0.03, 0.00, 0.01, 0.11, 0.80, 0.00, 0.00, 0.00, 0.01, 0.04, 0.01, 0.00, 0.01, 0.00, 0.00, 0.00, 0.00, 0.00, 0.00, 0.00, 0.00, 0.00, 0.00, 0.00, 0.00, 0.00, 0.00, 0.00, 0.00, 0.00, 0.00, 0.00, 0.00, 0.00, 0.00, 0.00, 0.00, 0.01, 0.00, 0.00]
}

{
  "formula": "C9H13NO",
  "method": "ωB97M-V/def2-TZVPD",
  "lumo_ev": [0.4, 0.4],
  "homo_ev": [-8.0077, -8.0075],
  "gap_ev": [8.42, 8.42],
  "symbols": ["C", "C", "C", "C", "C", "C", "C", "C", "C", "N", "O", "H", "H", "H", "H", "H", "H", "H", "H", "H", "H", "H", "H", "H"],
  "coordinates": [[-0.813026, 1.987071, -0.654394], [-0.654362, 0.929951, -1.437509], [-1.615441, -0.552745, 0.226094], [-0.872494, 1.662869, 0.813071], [-0.339855, -0.348006, -0.609393], [0.728359, 0.051895, 0.421988], [0.041402, -1.585219, -1.361149], [0.754714, -0.825036, 1.674011], [2.154491, 0.437275, -0.096057], [-1.805910, 0.592020, 1.000414], [-2.528205, -1.381822, 0.177983], [-1.259200, 2.966345, -0.928424], [-0.608980, 0.834303, -2.458376], [-0.574395, 2.324751, 1.587960], [0.747588, -2.305217, -0.874372], [0.641193, -1.419745, -2.297535], [-0.780819, -2.264371, -1.703736], [0.792106, -1.862972, 1.386183], [-0.312690, -0.792338, 2.219572], [1.547112, -0.521892, 2.342977], [2.629686, -0.462657, -0.338967], [2.726190, 0.774812, 0.759115], [2.177722, 0.917107, -1.088544], [-2.775177, 0.843611, 1.239089]],
  "forces_ev_per_angstrom": [[-1.403, 1.221, 0.652], [0.951, -0.869, 2.296], [-2.705, 0.723, 0.280], [2.356, -3.485, -2.563], [0.063, 0.142, 0.539], [-0.840, 1.589, 0.900], [1.109, -2.347, -2.142], [-2.777, 0.922, 0.179], [-2.417, -0.100, 0.276], [-0.145, 0.697, 0.994], [2.010, 0.419, -0.447], [0.968, -0.540, -0.374], [-0.357, 0.184, -2.299], [-0.347, 0.456, 0.592], [-0.678, 0.801, 0.459], [-0.664, 0.550, 0.634], [0.204, 0.956, 0.509], [0.575, -0.562, -0.051], [2.414, 0.250, -0.993], [0.149, -0.200, 0.222], [0.685, -1.990, -0.238], [0.187, 0.965, -0.304], [-0.113, 0.826, 0.937], [0.774, -0.606, -0.059]],
  "lowdin_charge": [-0.08, -0.02, -0.43, -0.06, -0.40, -0.22, -0.04, -0.05, -0.03, 0.03, 0.06, 0.11, 0.08, 0.10, 0.09, 0.10, 0.10, 0.07, 0.13, 0.07, 0.05, 0.08, 0.09, 0.16]
}

Which E_tot belongs to each record? In order, -51378.4741, -13077.9351 eV.
Which strongest force on any atom belongs to each record? In order, 2.9, 4.9 eV/Å.